No. 1
{
  "formula": "C20H36NO8",
  "method": "wB97M-V/def2-TZVPD",
  "species": ["C", "C", "C", "C", "N", "C", "C", "C", "C", "O", "O", "H", "H", "H", "H", "H", "H", "C", "O", "C", "C", "O", "C", "H", "H", "H", "H", "H", "H", "H", "H", "H", "H", "C", "O", "C", "C", "O", "C", "H", "H", "H", "H", "H", "H", "H", "H", "H", "H", "C", "O", "C", "C", "O", "C", "H", "H", "H", "H", "H", "H", "H", "H", "H", "H"],
  "positions_angstrom": [[0.472, 5.948, 6.496], [0.407, 5.125, 5.628], [0.183, 4.289, 4.494], [-0.982, 3.542, 4.465], [-1.254, 2.768, 3.404], [-0.425, 2.655, 2.359], [0.758, 3.353, 2.350], [1.074, 4.190, 3.413], [2.345, 5.014, 3.379], [2.340, 6.149, 3.732], [3.421, 4.418, 2.840], [0.526, 6.690, 7.259], [-1.686, 3.569, 5.284], [-2.120, 2.242, 3.379], [-0.710, 2.009, 1.536], [1.429, 3.248, 1.508], [3.409, 3.460, 2.974], [1.130, 0.092, -1.380], [-0.055, 0.399, -0.656], [-1.223, 0.359, -1.472], [-2.004, -0.924, -1.283], [-1.280, -2.048, -1.740], [-0.676, -2.802, -0.700], [1.927, -0.075, -0.657], [1.007, -0.808, -1.984], [1.402, 0.930, -2.030], [-0.953, 0.490, -2.523], [-1.855, 1.206, -1.182], [-2.922, -0.862, -1.875], [-2.288, -1.048, -0.232], [-1.431, -3.370, -0.149], [-0.126, -2.164, -0.004], [0.020, -3.500, -1.161], [-0.047, 0.533, -5.381], [0.390, 1.728, -4.752], [1.472, 2.349, -5.434], [1.013, 3.515, -6.282], [0.186, 3.093, -7.351], [-1.195, 3.301, -7.120], [-0.999, 0.250, -4.933], [-0.191, 0.669, -6.454], [0.674, -0.274, -5.212], [2.003, 1.620, -6.053], [2.169, 2.718, -4.674], [1.893, 3.998, -6.718], [0.495, 4.253, -5.661], [-1.443, 4.366, -7.192], [-1.503, 2.925, -6.141], [-1.740, 2.762, -7.893], [-0.082, -6.018, 1.281], [-0.731, -5.034, 2.072], [-1.593, -5.593, 3.053], [-0.957, -5.603, 4.426], [0.163, -6.468, 4.483], [1.407, -5.798, 4.401], [0.707, -5.523, 0.716], [0.363, -6.802, 1.897], [-0.790, -6.468, 0.578], [-1.891, -6.607, 2.770], [-2.496, -4.974, 3.087], [-1.691, -5.969, 5.151], [-0.673, -4.586, 4.717], [1.622, -5.266, 5.335], [1.430, -5.090, 3.568], [2.175, -6.553, 4.245]],
  "forces_ev_per_a": [[-0.01, -0.11, 0.03], [-0.11, 0.32, -0.13], [0.13, 0.08, 0.31], [0.07, 0.00, -0.10], [0.05, 0.01, -0.02], [0.06, -0.18, -0.44], [0.09, 0.12, 0.11], [0.00, -0.29, 0.04], [-0.07, 0.15, -0.01], [0.01, -0.02, -0.12], [0.02, -0.03, 0.24], [0.07, -0.06, 0.03], [-0.10, -0.07, -0.08], [-0.01, 0.02, 0.11], [-0.07, -0.07, 0.07], [-0.06, 0.00, -0.05], [0.00, 0.00, -0.16], [0.10, 0.09, 0.01], [-0.05, 0.04, 0.11], [-0.04, 0.11, 0.15], [-0.01, -0.12, -0.18], [0.14, 0.07, 0.04], [-0.09, -0.06, 0.00], [-0.03, 0.01, 0.03], [-0.02, 0.00, 0.01], [0.00, -0.06, -0.07], [0.01, 0.01, 0.00], [-0.03, -0.01, -0.05], [-0.02, 0.03, 0.03], [0.01, 0.01, 0.02], [0.05, 0.01, 0.08], [-0.01, 0.00, 0.01], [-0.04, 0.00, -0.05], [0.01, -0.03, 0.06], [-0.04, -0.05, -0.06], [-0.02, 0.06, 0.20], [0.05, -0.01, -0.19], [-0.04, -0.07, 0.09], [0.02, 0.02, -0.04], [0.01, 0.01, 0.03], [0.01, 0.02, 0.00], [-0.01, -0.02, -0.05], [-0.01, 0.00, -0.03], [0.02, 0.00, -0.02], [0.00, 0.01, 0.03], [-0.01, -0.01, 0.02], [-0.02, 0.00, 0.04], [0.00, 0.01, 0.01], [0.03, 0.02, -0.03], [-0.04, 0.03, -0.06], [0.08, -0.07, 0.04], [-0.04, 0.20, -0.06], [0.00, -0.18, 0.08], [0.02, 0.06, -0.09], [-0.01, -0.03, 0.02], [-0.03, 0.05, 0.01], [-0.01, 0.00, 0.01], [0.03, -0.06, 0.00], [0.01, -0.02, 0.01], [-0.01, -0.03, 0.01], [-0.01, 0.03, 0.00], [0.00, 0.02, -0.02], [0.01, 0.04, -0.02], [0.00, 0.01, 0.00], [-0.02, -0.02, 0.03]],
  "e_above_lowest_kcal_mol": 117.1,
  "charge": 1
}

No. 2
{
  "formula": "C20H37N2O2P2SiZn",
  "method": "wB97M-V/def2-TZVPD",
  "species": ["Zn", "P", "C", "C", "N", "C", "C", "C", "C", "C", "P", "H", "H", "H", "H", "H", "H", "H", "H", "O", "H", "H", "O", "H", "C", "H", "H", "H", "C", "H", "H", "H", "C", "H", "H", "H", "C", "H", "H", "H", "C", "Si", "C", "C", "N", "C", "C", "C", "C", "C", "C", "H", "H", "H", "H", "H", "H", "H", "H", "H", "H", "H", "H", "H", "H"],
  "positions_angstrom": [[0.265, 0.141, -0.355], [2.423, -0.720, -0.297], [2.640, -1.117, -2.073], [1.335, -1.547, -2.715], [0.185, -1.096, -2.182], [-0.979, -1.312, -2.828], [-1.051, -2.170, -3.922], [0.122, -2.717, -4.426], [1.332, -2.376, -3.834], [-2.222, -0.622, -2.327], [-1.760, 0.841, -1.289], [2.290, -2.750, -4.194], [-2.030, -2.371, -4.355], [0.093, -3.402, -5.273], [-2.842, -0.284, -3.176], [-2.843, -1.301, -1.713], [3.018, -0.179, -2.539], [3.402, -1.908, -2.169], [1.200, 3.680, -2.138], [1.594, 2.922, -2.640], [2.474, 3.197, -2.938], [-0.303, 4.460, -0.220], [-0.121, 4.347, -1.175], [-0.443, 5.160, -1.598], [-1.818, 2.206, -2.489], [-2.790, 2.237, -3.004], [-1.625, 3.134, -1.932], [-1.006, 2.099, -3.220], [-3.188, 1.010, -0.164], [-2.980, 1.870, 0.486], [-4.126, 1.171, -0.714], [-3.280, 0.116, 0.470], [2.358, -2.376, 0.499], [3.301, -2.904, 0.290], [2.224, -2.241, 1.583], [1.503, -2.957, 0.125], [4.039, -0.051, 0.192], [3.989, 0.305, 1.229], [4.804, -0.839, 0.108], [4.298, 0.796, -0.459], [1.438, 2.325, 1.452], [0.453, 1.187, 2.564], [1.648, 0.497, 3.814], [-0.892, 2.212, 3.355], [-0.206, -0.115, 1.614], [-0.969, -1.148, 2.076], [-1.341, -2.240, 1.228], [-2.374, -3.106, 1.585], [-3.003, -2.946, 2.823], [-2.533, -1.999, 3.742], [-1.489, -1.140, 3.401], [1.735, 3.162, 2.102], [0.867, 2.736, 0.611], [2.349, 1.861, 1.050], [2.107, 1.339, 4.350], [1.160, -0.147, 4.552], [2.444, -0.083, 3.331], [-1.567, 2.646, 2.605], [-1.507, 1.659, 4.075], [-0.407, 3.038, 3.893], [-0.818, -2.349, 0.275], [-2.663, -3.908, 0.907], [-3.840, -3.585, 3.093], [-2.960, -1.935, 4.745], [-1.116, -0.412, 4.129]],
  "forces_ev_per_a": [[-0.59, -0.21, 1.24], [0.45, -0.48, -0.31], [0.34, -0.03, 0.11], [-0.11, -0.29, -0.12], [0.07, 0.12, -0.68], [0.14, -0.55, -0.02], [0.07, 0.25, 0.01], [-0.04, -0.13, 0.03], [0.24, 0.07, 0.22], [-0.07, 0.11, 0.43], [-0.78, 0.08, -0.49], [-0.35, 0.06, -0.07], [0.32, 0.00, -0.03], [0.02, 0.20, 0.18], [0.24, -0.20, 0.30], [0.32, 0.20, -0.19], [-0.24, -0.60, 0.07], [-0.20, 0.32, -0.23], [0.52, -0.90, -0.42], [0.10, 0.46, 0.25], [-0.40, 0.01, 0.13], [0.27, 0.04, -0.70], [-0.39, 0.80, 0.81], [0.09, -0.20, 0.22], [-0.26, 0.19, 0.12], [0.29, 0.04, 0.17], [-0.24, -0.38, -0.38], [-0.15, -0.06, 0.19], [0.10, 0.26, -0.01], [-0.22, -0.19, -0.07], [0.31, -0.01, 0.14], [0.17, 0.20, -0.17], [0.01, 0.30, 0.04], [-0.34, 0.09, 0.12], [0.05, -0.08, -0.31], [0.26, 0.19, 0.07], [0.16, 0.04, 0.03], [0.08, -0.13, -0.25], [-0.20, 0.33, 0.04], [-0.05, -0.23, 0.21], [0.11, 0.14, -0.08], [-0.62, -1.16, -0.17], [0.12, 0.35, 0.39], [0.08, 0.35, 0.30], [0.99, 0.55, -0.96], [-0.58, -0.35, 0.22], [-0.13, 0.65, 0.45], [0.28, 0.34, 0.37], [-0.16, -0.21, 0.06], [0.46, -0.02, -0.24], [-0.36, -0.32, -0.30], [0.05, -0.07, -0.28], [0.11, -0.03, 0.06], [-0.22, 0.25, 0.14], [0.08, -0.25, 0.04], [0.09, 0.06, -0.10], [-0.09, 0.09, 0.05], [0.13, -0.08, 0.10], [0.15, 0.16, -0.20], [-0.23, -0.03, -0.03], [-0.17, 0.04, 0.05], [-0.02, 0.19, 0.19], [0.20, 0.06, -0.03], [0.03, -0.07, -0.34], [-0.26, -0.34, -0.35]],
  "charge": 1
}

No. 3
{
  "formula": "C20H38F12N2O22S7Zr",
  "method": "wB97M-V/def2-TZVPD",
  "species": ["Zr", "C", "F", "F", "F", "S", "O", "O", "N", "S", "O", "O", "C", "F", "F", "F", "C", "F", "F", "F", "S", "O", "O", "N", "S", "O", "O", "C", "F", "F", "F", "C", "C", "C", "S", "O", "O", "C", "H", "H", "H", "H", "H", "H", "H", "H", "C", "C", "C", "S", "O", "O", "C", "H", "H", "H", "H", "H", "H", "H", "H", "C", "C", "O", "S", "O", "O", "O", "H", "H", "H", "H", "C", "C", "O", "O", "H", "H", "H", "H", "H", "H", "C", "C", "O", "O", "H", "H", "H", "H", "H", "H", "C", "C", "O", "O", "H", "H", "H", "H", "H", "H"],
  "positions_angstrom": [[0.191, -0.578, 3.927], [-3.571, -2.956, 2.575], [-4.128, -3.466, 3.622], [-2.362, -3.533, 2.454], [-4.200, -3.127, 1.446], [-3.056, -1.068, 2.666], [-2.248, -0.772, 1.502], [-4.208, -0.209, 2.725], [-1.941, -0.854, 4.071], [-3.051, -0.712, 5.246], [-4.291, -1.455, 5.143], [-2.349, -0.942, 6.496], [-3.608, 1.118, 5.387], [-4.901, 1.225, 5.480], [-3.005, 1.610, 6.461], [-3.188, 1.816, 4.327], [-1.314, 2.243, 0.717], [-2.482, 2.419, 1.270], [-1.207, 1.296, -0.177], [-0.942, 3.395, 0.181], [0.011, 1.881, 2.144], [0.949, 2.953, 2.265], [-0.680, 1.528, 3.377], [0.662, 0.214, 2.046], [1.678, 0.457, 0.698], [1.740, 1.748, 0.081], [2.947, -0.079, 1.151], [1.141, -0.697, -0.675], [1.941, -1.733, -0.693], [-0.084, -1.119, -0.445], [1.204, -0.067, -1.800], [-1.182, 1.661, -3.636], [-2.153, 0.665, -2.987], [-2.971, -0.005, -4.071], [-3.207, 1.315, -5.345], [-4.580, 1.746, -5.127], [-2.741, 0.822, -6.610], [-1.940, 2.488, -4.630], [-0.373, 1.051, -4.044], [-0.743, 2.207, -2.799], [-2.855, 1.153, -2.297], [-1.679, -0.006, -2.268], [-3.978, -0.379, -3.912], [-2.427, -0.766, -4.637], [-2.571, 3.194, -4.087], [-1.436, 2.970, -5.461], [-2.263, -3.598, -2.499], [-3.202, -4.628, -1.826], [-2.390, -5.568, -0.892], [-0.758, -4.823, -0.759], [0.225, -5.875, -0.642], [-0.806, -3.709, 0.171], [-0.868, -4.137, -2.416], [-2.262, -2.637, -1.973], [-2.675, -3.370, -3.480], [-3.762, -5.229, -2.543], [-4.048, -4.128, -1.351], [-2.268, -6.566, -1.312], [-2.784, -5.806, 0.097], [-0.780, -4.954, -3.136], [-0.082, -3.401, -2.583], [1.454, 6.617, -4.189], [2.868, 6.937, -3.642], [3.123, 5.888, -2.700], [2.360, 4.555, -3.129], [1.972, 3.814, -1.948], [3.074, 3.891, -4.177], [1.066, 5.367, -3.639], [1.407, 6.436, -5.267], [0.693, 7.366, -3.971], [3.061, 7.934, -3.257], [3.585, 6.890, -4.466], [2.511, -2.727, 2.739], [1.140, -3.292, 2.302], [0.069, -2.329, 2.383], [2.280, -1.595, 3.595], [2.917, -2.255, 1.845], [3.074, -3.578, 3.114], [0.950, -4.243, 2.799], [1.299, -3.542, 1.253], [-0.553, -2.655, 1.683], [3.085, -1.086, 3.732], [0.296, 2.059, 5.904], [1.737, 1.824, 5.481], [1.879, 0.921, 4.370], [-0.498, 0.842, 5.889], [-0.273, 2.843, 5.411], [0.341, 2.402, 6.941], [2.415, 1.601, 6.308], [2.115, 2.821, 5.227], [2.809, 0.675, 4.303], [-0.897, 0.712, 6.763], [4.807, -0.279, -2.577], [6.368, -0.285, -2.509], [6.824, -1.549, -2.942], [4.439, -0.589, -3.921], [4.551, 0.757, -2.345], [4.356, -0.959, -1.853], [6.601, 0.014, -1.479], [6.753, 0.492, -3.171], [7.527, -1.378, -3.572], [4.325, -1.545, -3.902]],
  "forces_ev_per_a": [[-0.79, 1.53, -1.88], [1.99, 0.05, 0.09], [-0.77, 0.23, -0.34], [0.17, -0.17, 0.06], [-0.65, 0.32, 0.31], [-0.42, 2.07, -2.38], [0.64, -1.30, 0.85], [0.66, -1.04, 0.96], [-2.29, -1.17, -2.13], [-1.99, -0.45, 5.29], [1.84, 0.73, -1.05], [0.53, 0.30, -0.92], [0.57, 0.22, -1.05], [0.00, -0.36, 0.24], [-0.28, 0.13, 0.29], [0.04, -0.08, 0.11], [0.91, 1.72, -0.49], [0.15, -1.02, 0.06], [-0.58, -0.20, 0.49], [0.21, -0.60, 0.38], [1.11, -0.61, 0.50], [-0.92, -0.71, -0.25], [-1.09, -0.70, 1.76], [-0.56, 4.37, -3.32], [4.07, -1.89, -0.10], [-1.54, -0.49, 0.88], [-0.76, -0.01, 0.06], [-0.54, -0.11, 0.51], [0.63, -0.64, 0.14], [-0.76, -0.12, 0.11], [0.06, 0.58, -0.74], [0.63, -1.16, 1.01], [-1.26, -0.09, 0.92], [0.57, 0.14, -1.54], [-0.41, -0.71, 1.53], [1.13, 0.42, -0.55], [-0.09, 0.28, -0.25], [-1.64, -0.12, -0.15], [0.03, 0.32, -0.45], [0.10, 0.53, -0.40], [-0.06, 0.51, -0.37], [0.42, -0.39, -0.56], [0.04, 0.17, 0.59], [0.21, -0.05, 0.25], [0.13, 0.25, -0.17], [0.25, -0.12, 0.09], [-0.95, 0.68, 0.69], [-0.74, -0.23, 0.43], [-0.36, 0.08, 0.15], [-0.92, -1.78, -1.56], [0.04, 1.07, 0.40], [0.28, 0.35, 0.59], [0.53, -0.19, -0.70], [-0.32, -0.14, 0.19], [0.60, -0.18, -0.29], [0.59, -0.17, -0.32], [0.39, 0.17, 0.54], [0.40, 0.18, -0.36], [-0.11, 0.63, 0.10], [0.46, -0.17, 0.29], [0.04, -0.08, 0.05], [-0.30, 0.47, -1.11], [0.29, -0.31, -1.49], [0.43, -0.05, 0.47], [-0.46, -0.09, 1.06], [0.47, 0.92, -1.43], [-0.71, 0.58, 0.46], [0.18, -1.21, 0.70], [0.54, 0.54, 0.03], [0.06, -0.19, 0.41], [-0.59, -0.24, 0.86], [0.02, -0.47, 0.05], [-1.42, 0.18, -2.10], [1.45, -0.57, -0.21], [0.82, -0.38, 1.02], [-1.20, 0.02, 1.82], [0.63, -0.44, 0.17], [0.44, 0.56, 0.57], [-0.64, 0.32, 0.35], [-0.34, -0.07, -0.01], [-0.34, 0.50, 0.00], [0.26, -0.33, -0.29], [-0.33, -0.04, 1.13], [0.24, 2.24, 0.76], [-0.56, -0.62, 0.84], [1.66, -0.43, -0.90], [0.36, -0.21, -0.66], [0.16, -0.06, 0.02], [-0.40, -1.01, 0.02], [-0.12, -0.13, -0.66], [0.06, 0.36, -0.22], [-0.25, -0.63, -0.24], [1.87, 0.76, -0.92], [-1.68, 0.09, 0.10], [0.35, 0.16, 0.48], [-0.72, -0.18, 0.89], [-0.53, -0.07, -0.07], [0.07, -0.09, 0.06], [0.58, -0.49, 0.04], [-0.19, 0.11, 0.00], [0.05, -0.32, -0.02], [0.16, 0.04, -0.53]],
  "e_above_lowest_kcal_mol": 0.0,
  "charge": 2
}

| no. | E_tot (a.u.) | HOMO level (eV) | Kohn-Sham gap (eV) |
| --- | --- | --- | --- |
| 1 | -1439.90243 | -10.9 | 5.8 |
| 2 | -3795.72465 | -9.2 | 6.6 |
| 3 | -6581.64776 | -13.1 | 4.7 |